No. 1
This record from the Open Molecules 2025 dataset describes a 3-piece molecular cluster, C19H48B3NO15P2S overall. The level of theory is ωB97M-V/def2-TZVPD.

Geometry as XYZ:
```
89
Properties=species:S:1:pos:R:3
N 2.05 0.32 1.99
C 3.16 0.16 0.94
C 2.59 -0.73 -0.34
O 2.86 0.09 -1.56
C 3.36 -2.16 -0.56
B 2.61 -3.44 0.16
O 2.50 -4.81 -0.40
B 1.48 -5.62 0.29
O 0.41 -5.13 1.18
B 0.54 -3.66 1.24
C -0.65 -2.56 1.03
C -1.83 -2.60 2.17
C -3.00 -1.45 1.87
C -3.51 -1.44 0.30
S -5.32 -1.01 0.07
O -5.91 -0.06 1.14
O -6.14 -2.31 -0.16
O -5.41 -0.14 -1.43
O 1.94 -3.14 1.47
H 2.41 0.86 2.82
H 1.66 -0.60 2.27
H 4.15 -0.28 1.40
H 3.43 1.28 0.61
H 1.41 -0.81 -0.26
H 2.05 0.64 -1.76
H 3.38 -2.36 -1.73
H 4.47 -2.16 -0.18
H 1.49 -6.79 0.05
H -1.04 -2.69 -0.08
H -0.14 -1.48 1.11
H -1.32 -2.28 3.20
H -2.28 -3.67 2.36
H -2.45 -0.40 2.04
H -3.85 -1.51 2.67
H -3.33 -2.52 -0.19
H -2.77 -0.72 -0.29
H -4.61 -0.48 -1.96
C 10.25 1.10 2.67
C 9.18 0.10 2.26
O 8.77 -0.68 3.37
P 7.68 -0.02 4.43
O 6.45 -0.27 3.52
O 7.45 -1.39 5.35
C 6.13 -1.82 5.65
C 5.74 -2.98 4.74
O 9.06 0.27 5.44
C 8.80 0.89 6.69
C 8.66 -0.15 7.79
H 9.84 1.85 3.36
H 10.65 1.61 1.80
H 11.06 0.59 3.20
H 8.32 0.61 1.82
H 9.58 -0.58 1.51
H 5.42 -1.00 5.59
H 6.13 -2.17 6.69
H 5.83 -2.71 3.69
H 4.71 -3.29 4.94
H 6.40 -3.83 4.91
H 7.91 1.52 6.63
H 9.65 1.53 6.91
H 7.66 -0.60 7.78
H 8.79 0.32 8.78
H 9.38 -0.96 7.68
C -7.97 4.83 -8.67
C -7.25 5.28 -7.42
O -7.73 4.58 -6.29
P -7.16 3.05 -6.02
O -5.81 3.52 -5.42
O -7.89 2.84 -4.53
C -7.13 2.36 -3.43
C -6.75 3.50 -2.52
O -8.67 2.52 -6.68
C -8.87 1.12 -6.74
C -9.65 0.63 -5.54
H -7.73 3.79 -8.91
H -7.69 5.45 -9.53
H -9.06 4.88 -8.54
H -6.17 5.14 -7.52
H -7.43 6.34 -7.25
H -6.25 1.80 -3.77
H -7.76 1.65 -2.88
H -6.22 4.29 -3.05
H -6.13 3.15 -1.69
H -7.65 3.97 -2.10
H -7.91 0.60 -6.84
H -9.45 0.92 -7.65
H -9.00 0.52 -4.67
H -10.09 -0.36 -5.73
H -10.45 1.33 -5.26
```

Values from the calculation:
SMILES string = NC[C@@H](O)CB1OBOB(CCCCS(=O)(=O)O)O1.CCOP(=O)(OCC)OCC.CCOP(=O)(OCC)OCC
2S+1 = 1
LUMO energy = -0.0789 Ha
HOMO = -9.3 eV
relative energy (zero: lowest compared OMol25 entry of this formula, charge and spin) = 1191.2 kJ/mol

Need the Mulliken charges? In units of e they are:
1 N -0.61
2 C -0.28
3 C 0.79
4 O -0.60
5 C -0.90
6 B 0.58
7 O -0.55
8 B 0.46
9 O -0.66
10 B 0.47
11 C -0.01
12 C -0.69
13 C -0.56
14 C -0.77
15 S 1.15
16 O -0.60
17 O -0.59
18 O -0.44
19 O -0.20
20 H 0.25
21 H 0.21
22 H 0.00
23 H 0.32
24 H -0.02
25 H 0.36
26 H 0.21
27 H 0.27
28 H -0.11
29 H 0.19
30 H -0.05
31 H 0.31
32 H 0.32
33 H 0.25
34 H 0.38
35 H 0.36
36 H 0.43
37 H 0.35
38 C -1.00
39 C -0.28
40 O -0.34
41 P 0.91
42 O -0.56
43 O -0.34
44 C -0.33
45 C -1.16
46 O -0.25
47 C -0.31
48 C -0.90
49 H 0.24
50 H 0.41
51 H 0.23
52 H 0.25
53 H 0.33
54 H 0.34
55 H 0.36
56 H 0.24
57 H 0.38
58 H 0.32
59 H 0.30
60 H 0.33
61 H 0.12
62 H 0.40
63 H 0.27
64 C -0.96
65 C -0.32
66 O -0.33
67 P 1.02
68 O -0.66
69 O -0.33
70 C -0.29
71 C -1.23
72 O -0.25
73 C -0.34
74 C -0.83
75 H 0.24
76 H 0.41
77 H 0.23
78 H 0.28
79 H 0.32
80 H 0.34
81 H 0.35
82 H 0.30
83 H 0.36
84 H 0.31
85 H 0.32
86 H 0.32
87 H 0.08
88 H 0.39
89 H 0.27

No. 2
This record from the Open Molecules 2025 dataset describes a 13-piece molecular cluster, C19H49N11O24 overall. The level of theory is ωB97M-V/def2-TZVPD.

Geometry as XYZ:
```
103
Properties=species:S:1:pos:R:3
C 1.78 -3.15 1.59
N 3.09 -2.51 1.32
O 3.98 -3.17 0.77
O 3.18 -1.35 1.58
H 1.83 -4.12 1.16
H 0.92 -2.51 1.25
H 1.73 -3.18 2.66
C 0.68 1.25 6.86
N 0.47 1.64 5.42
O -0.26 2.54 5.17
O 1.11 1.01 4.60
H 0.06 1.87 7.49
H 1.73 1.39 6.98
H 0.46 0.18 6.94
C -1.15 -5.15 -1.75
N -0.30 -3.93 -1.91
O 0.62 -3.72 -1.12
O -0.55 -3.16 -2.85
H -1.76 -4.88 -0.88
H -0.50 -5.99 -1.52
H -1.75 -5.35 -2.66
C -1.05 -1.29 3.28
N -1.31 -2.75 3.25
O -1.09 -3.31 4.31
O -1.72 -3.27 2.24
H -0.73 -1.00 2.28
H -0.29 -1.18 4.06
H -2.03 -0.83 3.49
C -3.77 -0.96 1.21
N -4.21 -1.86 0.16
O -3.37 -2.24 -0.59
O -5.42 -2.10 0.11
H -2.79 -0.63 0.99
H -3.82 -1.57 2.08
H -4.42 -0.10 1.35
C 3.03 4.72 -1.53
N 3.83 3.70 -2.20
O 3.25 2.91 -2.91
O 5.00 3.72 -1.95
H 2.00 4.40 -1.70
H 3.20 5.68 -2.00
H 3.25 4.72 -0.47
C -3.83 -3.02 -3.52
N -3.43 -3.99 -4.61
O -3.38 -5.16 -4.32
O -3.18 -3.53 -5.73
H -4.16 -3.57 -2.63
H -4.50 -2.24 -3.92
H -2.87 -2.51 -3.30
C 3.59 -0.85 -2.01
N 4.54 -1.58 -2.95
O 4.49 -2.77 -2.99
O 5.37 -0.89 -3.56
H 3.19 -1.53 -1.27
H 2.86 -0.55 -2.78
H 4.04 0.03 -1.67
C -0.65 4.60 2.02
N -1.63 5.43 2.77
O -2.78 5.07 2.78
O -1.20 6.45 3.30
H -1.35 4.06 1.39
H -0.06 4.00 2.68
H -0.02 5.29 1.44
C -3.62 2.76 4.51
N -3.23 1.44 3.90
O -3.18 0.44 4.63
O -3.00 1.41 2.68
H -3.98 2.52 5.52
H -4.46 3.15 3.91
H -2.79 3.47 4.52
C 4.38 1.10 2.28
N 3.75 2.05 1.34
O 4.14 2.09 0.19
O 2.86 2.70 1.81
H 4.87 1.75 3.02
H 5.03 0.43 1.72
H 3.57 0.57 2.74
C -1.20 -0.45 -4.80
C -0.78 0.98 -4.93
C 0.68 0.94 -4.64
O 1.00 -0.41 -4.23
C 0.11 -1.20 -4.98
H -2.04 -0.71 -5.43
H -1.50 -0.58 -3.76
H -1.33 1.67 -4.29
H -0.99 1.34 -5.94
H 0.93 1.52 -3.78
H 1.27 1.21 -5.52
H 0.09 -2.25 -4.68
H 0.41 -1.21 -6.03
C 0.17 1.56 -0.37
C -0.57 0.71 -1.42
C -0.32 -0.77 -0.95
O 0.17 -0.68 0.35
C 0.93 0.55 0.47
H -0.52 2.14 0.21
H 0.85 2.24 -0.89
H -0.11 0.87 -2.39
H -1.63 0.90 -1.58
H 0.42 -1.18 -1.67
H -1.13 -1.49 -0.93
H 1.97 0.41 0.18
H 0.85 0.80 1.53
```

Values from the calculation:
2S+1 = 1
LUMO energy = -0.0337 Ha
HOMO = -9.7 eV

Atomic partial charges in e from the Mulliken method, atoms 1 to 99:
1 C -0.50
2 N 0.83
3 O -0.56
4 O -0.41
5 H 0.34
6 H -0.14
7 H 0.40
8 C -0.84
9 N 0.87
10 O -0.53
11 O -0.42
12 H 0.31
13 H 0.33
14 H 0.30
15 C -0.78
16 N 0.65
17 O -0.42
18 O -0.30
19 H 0.29
20 H 0.32
21 H 0.23
22 C -0.24
23 N 1.15
24 O -0.67
25 O -0.57
26 H -0.32
27 H 0.53
28 H 0.12
29 C -0.61
30 N 0.85
31 O -0.42
32 O -0.60
33 H -0.06
34 H 0.29
35 H 0.48
36 C -0.78
37 N 1.00
38 O -0.53
39 O -0.55
40 H 0.24
41 H 0.36
42 H 0.24
43 C -0.34
44 N 1.04
45 O -0.59
46 O -0.58
47 H 0.37
48 H 0.31
49 H -0.23
50 C 0.12
51 N 1.06
52 O -0.59
53 O -0.61
54 H -0.16
55 H -0.07
56 H 0.29
57 C -0.66
58 N 0.95
59 O -0.56
60 O -0.58
61 H 0.27
62 H 0.25
63 H 0.31
64 C -0.79
65 N 0.97
66 O -0.59
67 O -0.38
68 H 0.32
69 H 0.34
70 H 0.18
71 C -0.89
72 N 1.11
73 O -0.53
74 O -0.56
75 H 0.32
76 H 0.32
77 H 0.28
78 C 0.37
79 C -0.59
80 C -0.66
81 O -0.36
82 C -0.65
83 H 0.56
84 H -0.50
85 H 0.28
86 H 0.29
87 H 0.04
88 H 0.51
89 H 0.26
90 H 0.40
91 C 1.01
92 C 1.62
93 C -0.03
94 O -0.04
95 C 0.58
96 H -0.47
97 H -0.31
98 H -2.02
99 H 0.44

No. 3
This record from the Open Molecules 2025 dataset describes a 6-piece molecular cluster, C19H49NO11 overall. The level of theory is ωB97M-V/def2-TZVPD.

Geometry as XYZ:
```
80
Properties=species:S:1:pos:R:3
C 2.19 -1.36 -4.21
C 0.76 -1.13 -3.70
C 0.37 0.34 -3.76
C -0.24 -1.84 -4.66
C -0.47 -3.36 -4.33
C 0.55 -3.91 -3.39
C 0.70 -3.05 -2.08
C -0.48 -3.49 -1.16
C 2.01 -3.45 -1.36
N 0.50 -1.65 -2.36
O 1.02 -0.81 -1.33
H 2.59 -2.36 -4.32
H 2.24 -0.88 -5.20
H 2.85 -0.75 -3.59
H 1.14 0.89 -3.20
H 0.45 0.81 -4.74
H -0.62 0.55 -3.37
H -1.21 -1.33 -4.58
H -0.07 -1.65 -5.73
H -1.51 -3.45 -4.02
H -0.40 -3.79 -5.33
H 1.52 -4.10 -3.84
H 0.29 -4.89 -2.98
H -0.70 -2.65 -0.48
H -0.22 -4.41 -0.63
H -1.40 -3.62 -1.73
H 1.96 -2.90 -0.42
H 2.82 -3.07 -1.97
H 2.05 -4.51 -1.14
H 0.41 -0.05 -1.42
O -2.32 -0.37 2.17
C -3.08 -1.55 2.34
C -2.30 -2.74 2.91
O -2.22 -2.70 4.32
H -1.73 -0.20 2.92
H -3.97 -1.34 2.94
H -3.49 -1.87 1.38
H -1.33 -2.89 2.42
H -2.95 -3.59 2.66
H -1.51 -2.07 4.56
O 2.40 4.63 -4.12
C 1.51 5.61 -3.59
C 0.74 4.91 -2.49
O 1.62 4.19 -1.62
H 2.43 4.63 -5.08
H 2.07 6.44 -3.14
H 0.89 6.07 -4.36
H 0.07 4.18 -2.96
H 0.05 5.56 -1.95
H 2.23 3.84 -2.29
O -1.21 0.19 4.99
C -1.87 0.43 6.25
C -3.37 0.40 6.03
O -3.87 -0.89 5.78
H -0.53 0.89 4.88
H -1.64 -0.44 6.88
H -1.48 1.31 6.76
H -3.63 1.03 5.16
H -3.90 0.90 6.85
H -3.23 -1.39 5.23
O -0.41 2.10 2.19
C 0.01 2.57 0.91
C -0.82 2.05 -0.24
O -1.07 0.64 -0.15
H -1.35 2.29 2.31
H 0.19 3.63 0.79
H 1.00 2.10 0.83
H -0.51 2.34 -1.24
H -1.81 2.53 -0.11
H -1.34 0.49 0.78
O 3.90 1.69 2.94
C 2.67 1.18 2.39
C 1.70 0.61 3.40
O 0.98 1.62 4.13
H 4.35 2.18 2.25
H 2.26 1.94 1.72
H 2.96 0.33 1.77
H 2.22 0.12 4.22
H 1.00 0.04 2.79
H 0.57 2.24 3.51
```

Values from the calculation:
SMILES string = CC1(C)CCCC(C)(C)N1O.OCCO.OCCO.OCCO.OCCO.OCCO
2S+1 = 1
LUMO energy = 0.0121 Ha
HOMO = -7.7 eV
relative energy (zero: lowest compared OMol25 entry of this formula, charge and spin) = 86.7 kJ/mol

Need the Mulliken charges? In units of e they are:
1 C -1.82
2 C 2.08
3 C -2.48
4 C -1.30
5 C -0.54
6 C -1.28
7 C 1.25
8 C -1.45
9 C -1.78
10 N 0.39
11 O -0.25
12 H 0.27
13 H 0.45
14 H 0.38
15 H 0.59
16 H 0.43
17 H 0.34
18 H 0.41
19 H 0.52
20 H 0.29
21 H 0.29
22 H 0.42
23 H 0.52
24 H 0.14
25 H 0.43
26 H 0.36
27 H 0.37
28 H 0.37
29 H 0.42
30 H 0.12
31 O -0.46
32 C -0.61
33 C -0.56
34 O -0.63
35 H 0.14
36 H 0.32
37 H 0.49
38 H 0.33
39 H 0.40
40 H 0.35
41 O -0.56
42 C -0.39
43 C -0.43
44 O -0.42
45 H 0.30
46 H 0.22
47 H 0.39
48 H 0.19
49 H 0.42
50 H 0.32
51 O -0.30
52 C -0.64
53 C -0.33
54 O -0.60
55 H 0.22
56 H 0.34
57 H 0.48
58 H 0.17
59 H 0.38
60 H 0.35
61 O -0.38
62 C -0.19
63 C -0.18
64 O -0.37
65 H 0.28
66 H 0.24
67 H -0.24
68 H 0.16
69 H 0.39
70 H 0.29
71 O -0.59
72 C -0.18
73 C 0.10
74 O -0.83
75 H 0.33
76 H 0.24
77 H 0.28
78 H 0.48
79 H -0.09
80 H 0.45